Record 1
ORCA calculation (wB97M-V/def2-TZVPD) on one molecule with the formula C22H25F2N3O4S.

Geometry as XYZ:
```
57
Properties=species:S:1:pos:R:3
C -3.33 -1.93 -2.52
H -4.25 -1.82 -1.96
H -3.32 -2.90 -3.00
H -3.29 -1.16 -3.29
C -2.13 -1.79 -1.58
N -2.17 -0.47 -0.94
C -3.14 -0.06 -0.11
O -4.12 -0.71 0.22
C -2.95 1.36 0.43
N -1.60 1.58 0.93
C -0.99 2.75 0.65
O -1.50 3.62 -0.03
C 0.39 2.97 1.23
H 1.02 2.08 1.29
H 0.30 3.41 2.22
S 1.21 4.27 0.18
O 2.64 4.08 0.48
C 1.02 3.44 -1.48
C 1.30 1.97 -1.35
O 0.45 1.12 -1.55
N 2.57 1.73 -0.93
C 3.11 0.47 -0.63
C 4.08 0.40 0.37
C 4.65 -0.82 0.71
C 4.24 -1.95 0.03
C 3.29 -1.90 -0.97
C 2.73 -0.68 -1.30
H 1.99 -0.62 -2.09
H 3.00 -2.80 -1.48
F 4.79 -3.14 0.35
H 5.40 -0.89 1.48
H 4.38 1.30 0.89
H 3.07 2.53 -0.54
H 0.01 3.62 -1.83
H 1.75 3.94 -2.12
C -1.07 0.57 1.77
C -1.63 0.35 3.02
C -1.14 -0.67 3.83
C -0.09 -1.46 3.41
C 0.46 -1.22 2.16
C -0.02 -0.22 1.33
H 0.42 -0.09 0.35
F 1.48 -1.99 1.73
H 0.30 -2.25 4.02
H -1.59 -0.84 4.80
H -2.45 0.96 3.35
H -3.13 2.09 -0.36
H -3.69 1.51 1.23
H -1.43 0.17 -1.18
C -0.82 -1.88 -2.35
H -0.73 -1.05 -3.05
H 0.02 -1.85 -1.67
H -0.78 -2.81 -2.91
C -2.17 -2.88 -0.50
H -3.10 -2.81 0.06
H -2.12 -3.86 -0.97
H -1.34 -2.77 0.18
```

The calculation puts the LUMO energy at 0.46 eV. The total energy is -1916.54481 a.u. Its HOMO-LUMO gap is 9.3 eV.

Record 2
ORCA calculation (wB97M-V/def2-TZVPD) on a 7-piece molecular cluster, C22H25F6NO22S overall.

Geometry as XYZ:
```
77
Properties=species:S:1:pos:R:3
C -1.58 2.97 2.34
C -2.82 3.35 1.28
N -2.74 4.74 0.62
O -2.76 2.30 0.20
C -3.30 1.12 0.96
O -3.03 -0.12 0.54
O -4.10 1.57 2.15
C -4.37 3.00 1.78
O -5.09 2.81 0.47
S -5.17 4.11 3.06
H -1.97 2.51 3.34
H -0.95 3.93 2.65
H -0.82 2.22 1.81
H -3.70 5.06 0.39
H -2.24 5.40 1.27
H -5.86 3.45 0.42
H -5.80 3.31 4.05
C -2.31 0.11 -2.39
C -3.20 -0.84 -3.12
O -3.69 -0.07 -4.19
C -2.72 0.85 -4.45
O -2.65 1.51 -5.47
O -1.81 0.93 -3.43
F -4.24 -1.21 -2.35
H -2.86 0.73 -1.67
H -1.50 -0.40 -1.86
H -2.68 -1.72 -3.51
C 2.05 -3.53 -1.60
C 1.66 -2.81 -2.85
O 0.42 -2.23 -2.54
C 0.46 -2.01 -1.19
O -0.31 -1.28 -0.60
O 1.48 -2.71 -0.60
F 1.48 -3.69 -3.87
H 1.61 -4.53 -1.54
H 3.13 -3.60 -1.48
H 2.37 -2.03 -3.16
C 2.83 -6.93 2.05
C 2.33 -7.08 0.65
O 2.73 -5.87 0.04
C 3.86 -5.49 0.70
O 4.64 -4.65 0.29
O 4.01 -6.17 1.88
F 0.98 -7.15 0.63
H 2.14 -6.39 2.70
H 3.06 -7.90 2.51
H 2.76 -7.93 0.11
C -4.77 9.11 4.79
C -4.09 8.30 5.85
O -5.10 7.44 6.30
C -5.92 7.26 5.23
O -6.75 6.37 5.14
O -5.70 8.20 4.26
F -3.70 9.08 6.88
H -5.30 9.98 5.20
H -4.07 9.46 4.03
H -3.24 7.72 5.48
C 0.88 3.25 -3.38
C 1.98 2.39 -2.85
O 2.47 3.12 -1.75
C 1.40 3.83 -1.29
O 1.35 4.37 -0.20
O 0.38 3.86 -2.21
F 2.98 2.27 -3.76
H 1.24 4.02 -4.07
H 0.11 2.66 -3.88
H 1.66 1.40 -2.52
C 7.72 -6.25 -1.58
C 8.26 -7.64 -1.54
O 7.24 -8.36 -0.88
C 6.08 -7.70 -1.19
O 4.97 -8.17 -1.04
O 6.33 -6.45 -1.69
F 9.38 -7.71 -0.78
H 7.94 -5.69 -0.66
H 8.11 -5.68 -2.43
H 8.44 -8.08 -2.52
```

The calculation puts the LUMO energy at 0.17 eV. The total energy is -3560.67801 a.u. As for the SMILES: C[C@@]1(N)OC(=O)O[C@@]1(O)S.O=C1OC[C@@H](F)O1.O=C1OC[C@@H](F)O1.O=C1OC[C@@H](F)O1.O=C1OC[C@@H](F)O1.O=C1OC[C@@H](F)O1.O=C1OC[C@@H](F)O1. Its HOMO-LUMO gap is 10.1 eV.

Record 3
ORCA calculation (wB97M-V/def2-TZVPD) on one molecule with the formula C22H25FN2O6S.

Geometry as XYZ:
```
57
Properties=species:S:1:pos:R:3
C -5.24 -0.60 2.40
C -4.34 -1.41 1.47
O -3.45 -0.60 0.73
C -3.94 0.21 -0.26
C -5.19 0.10 -0.86
C -5.55 0.95 -1.89
C -4.68 1.93 -2.33
C -3.43 2.07 -1.74
C -3.06 1.22 -0.71
N -1.83 1.29 -0.04
C -0.74 2.03 -0.36
O -0.65 2.77 -1.32
C 0.44 1.81 0.56
C 0.37 1.49 1.91
C 1.50 1.29 2.68
C 2.75 1.39 2.09
C 2.83 1.70 0.74
C 1.70 1.94 -0.01
H 1.79 2.25 -1.04
S 4.44 1.68 -0.06
O 5.43 1.78 0.97
O 4.44 2.62 -1.14
N 4.60 0.17 -0.72
C 4.71 -0.94 0.20
C 3.89 -2.15 -0.26
H 3.78 -2.85 0.57
H 4.38 -2.67 -1.08
C 2.50 -1.72 -0.74
C 2.63 -0.74 -1.93
C 4.02 -0.10 -2.01
H 3.97 0.86 -2.53
H 4.70 -0.76 -2.56
H 1.85 0.02 -1.82
H 2.43 -1.31 -2.84
O 1.74 -2.84 -1.15
C 0.69 -3.04 -0.24
H 0.98 -3.76 0.54
C 0.49 -1.64 0.35
H -0.16 -1.04 -0.29
O 1.81 -1.13 0.35
H 0.12 -1.64 1.37
H -0.18 -3.41 -0.79
H 4.36 -0.61 1.18
H 5.77 -1.22 0.29
H 3.66 1.25 2.65
H 1.39 1.07 3.73
F -0.82 1.36 2.53
H -1.80 0.68 0.76
H -2.74 2.82 -2.07
H -4.96 2.59 -3.13
H -6.52 0.84 -2.34
H -5.88 -0.66 -0.54
H -4.93 -2.04 0.80
H -3.68 -2.06 2.06
H -5.86 -1.28 2.98
H -4.64 0.00 3.07
H -5.88 0.06 1.82
```

The calculation puts the LUMO energy at 0.26 eV. The total energy is -1912.34095 a.u. As for the SMILES: CCOc1ccccc1NC(=O)c1cc(S(=O)(=O)N2CCC3(CC2)OCCO3)ccc1F. Its HOMO-LUMO gap is 8.7 eV.